ORCA calculation (the ωB97M-V functional and the def2-TZVPD basis) on the ion CH3Cl2N4 with charge +1 in a non-equilibrium geometry.

ORCA input file:
```
! wB97M-V def2-TZVPD RIJCOSX def2/J DEFGRID3
* xyz 1 3
C 0.010 0.064 -0.046
N 0.738 -0.516 -0.966
N 2.089 -0.484 -0.461
N 2.270 0.488 0.479
N 0.611 0.486 1.007
Cl 2.320 -2.152 0.256
Cl 2.539 2.043 -0.168
H -1.092 -0.234 -0.178
H 0.573 -0.688 -1.969
H 0.340 0.643 1.982
*
```

Output
Lowest unoccupied orbital energy (alpha / beta) = -5.71 / -9.32 eV
Gap between HOMO and LUMO (alpha / beta) = 5.71 / 5.62 eV
Largest force on an atom = 4.8 eV Å⁻¹
DFT total energy = -1178.68895 hartree
ΔE to the lowest compared entry with this formula, charge and spin = 227.38 kJ/mol